Entry 1:
# C7H12FINO6S2

2 unconnected molecules or ions with the total composition C7H12FINO6S2 at a distorted geometry (ωB97M-V/def2-TZVPD, OMol25).

```
30
C7H12FINO6S2 ωB97M-V/def2-TZVPD
I 4.68 0.63 -0.21
S 2.65 -0.44 0.50
S -1.55 -0.63 -1.48
F 2.20 3.80 1.85
O -0.13 -0.35 -1.48
O -2.04 -1.96 -1.73
O 1.19 2.29 0.64
O 1.60 -3.71 0.31
O 1.51 -0.31 2.87
O 2.13 -2.90 1.35
N 2.56 1.69 2.38
C -3.18 1.16 -0.36
C 3.19 -2.18 0.89
C 1.92 2.58 1.53
C -3.64 0.92 -1.80
C -2.39 0.50 -2.57
C -2.29 -0.03 0.04
C 2.16 0.34 2.12
H -2.61 2.08 -0.31
H -4.03 1.26 0.32
H 3.52 -2.57 -0.05
H -4.10 1.80 -2.24
H 4.02 -2.14 1.59
H -4.37 0.11 -1.83
H -2.60 0.01 -3.52
H -1.72 1.35 -2.74
H -1.50 0.26 0.73
H 2.13 -4.52 0.34
H 3.57 1.81 2.39
H -2.87 -0.84 0.47
```

Output
- Kohn-Sham gap (eV) = 6.561
- E_LUMO (hartree) = -0.2232
- HOMO (eV) = -12.634
- E_tot (eV) = -53706.029
- charge = +1

Atomic partial charges in e from the Löwdin method, atoms 1 to 2: 0.790, 0.719


Entry 2:
# C7H12FN2P

C7H12FN2P in the gas phase at a distorted geometry (ωB97M-V/def2-TZVPD, OMol25).

```
23
C7H12FN2P ωB97M-V/def2-TZVPD
P 3.66 -1.42 -0.22
F 2.27 -0.30 1.78
N -1.20 -1.60 0.37
N 1.29 -0.44 -1.70
C 2.28 -0.58 0.21
C -0.03 0.48 0.32
C 0.20 2.68 -1.09
C 1.15 -0.13 -0.50
C -1.09 -0.45 0.81
C -0.72 1.61 -0.54
C -2.24 -2.49 0.87
H 1.22 2.30 -1.19
H -0.17 3.19 -1.97
H -2.51 -3.13 -0.05
H -1.60 0.18 1.50
H 0.36 3.42 -0.24
H -1.52 1.95 0.10
H 0.39 0.96 1.26
H 4.05 -1.82 1.13
H -1.29 1.08 -1.30
H -1.75 -3.28 1.42
H 0.41 -0.22 -2.32
H -3.18 -2.00 1.37
```

Output
- Kohn-Sham gap (eV) = 8.479
- E_LUMO (hartree) = -0.0260
- HOMO (eV) = -9.186
- SMILES string = [H]/N=C(/C(F)=P/[H])[C@H](/C=N/C)CC
- E_tot (eV) = -22435.848
- energy relative to the best compared isomer or geometry (same formula, charge and spin) (kJ/mol) = 54.3

Atomic partial charges in e from the Löwdin method, atoms 1 to 2: 0.908, -0.220


Entry 3:
# C7H12MgO3

A molecular structure, C7H12MgO3 at a distorted geometry (ωB97M-V/def2-TZVPD, OMol25).

```
23
C7H12MgO3 ωB97M-V/def2-TZVPD
Mg -1.61 -4.01 -4.40
O 0.07 -3.96 -3.28
O -1.66 -2.67 -2.89
O 0.17 -2.57 -1.56
C -0.44 3.64 1.00
C 0.74 0.61 2.11
C -0.46 -1.54 -0.79
C -0.49 -3.06 -2.59
C 0.79 3.49 0.50
C 0.52 -1.17 0.31
C -0.01 -0.34 1.37
H -1.33 3.53 0.37
H 1.67 3.76 1.07
H 1.49 -0.81 -0.06
H 0.94 3.22 -0.55
H 1.83 0.53 2.04
H 0.43 1.61 1.49
H -1.40 -1.92 -0.37
H -1.07 -0.46 1.64
H -0.60 4.08 1.99
H 0.37 0.80 3.12
H 0.75 -2.08 0.92
H -0.67 -0.68 -1.43
```

Output
- Kohn-Sham gap (eV) = 6.463
- E_LUMO (hartree) = -0.3490
- HOMO (eV) = -15.959
- E_tot (eV) = -19023.111
- energy relative to the best compared isomer or geometry (same formula, charge and spin) (kJ/mol) = 0.0
- charge = +2

Atomic partial charges in e from the Löwdin method, atoms 1 to 2: 1.481, -0.005


Entry 4:
# C7H12N

A gas-phase ion, C7H12N (charge +1) at a distorted geometry (ωB97M-V/def2-TZVPD, OMol25).

```
20
C7H12N ωB97M-V/def2-TZVPD
N -2.22 0.36 -0.12
C -3.27 -0.24 0.03
C -0.35 -1.57 -0.03
C 1.98 -0.87 -0.19
C 0.98 2.07 0.49
C 0.15 0.85 0.13
C 0.61 -0.41 0.00
C -1.24 1.13 -0.06
H 0.84 2.89 -0.26
H -1.21 -1.43 0.62
H -1.55 2.13 -0.06
H 2.19 -1.64 -0.92
H -0.90 -1.70 -1.01
H 0.12 -2.46 0.15
H 2.00 1.79 0.57
H 2.44 -1.24 0.83
H -3.43 -0.42 1.10
H 2.59 -0.11 -0.53
H -3.90 -0.81 -0.61
H 0.62 2.51 1.34
```

Output
- Kohn-Sham gap (eV) = 8.821
- E_LUMO (hartree) = -0.1720
- HOMO (eV) = -13.502
- SMILES string = C=[N+]=CC(C)=C(C)C
- E_tot (eV) = -8934.276
- energy relative to the best compared isomer or geometry (same formula, charge and spin) (kJ/mol) = 263.0
- charge = +1

Atomic partial charges in e from the Löwdin method, atoms 1 to 2: 0.074, 0.121


Entry 5:
# C7H12N

A gas-phase ion, C7H12N (charge +1) at a distorted geometry (ωB97M-V/def2-TZVPD, OMol25).

```
20
C7H12N ωB97M-V/def2-TZVPD
N 0.88 -0.04 -1.98
C -0.35 -1.14 1.25
C -0.97 0.74 -0.56
C 1.44 1.60 -0.30
C 0.63 -0.76 0.38
C -2.38 -1.61 2.65
C -1.26 -1.43 2.07
C 0.45 0.40 -0.71
H 2.43 1.14 -0.09
H -1.17 1.28 0.36
H 1.96 -0.13 -1.94
H 1.05 -1.62 -0.31
H -1.68 -0.05 -0.83
H 1.75 2.35 -0.95
H 1.12 1.98 0.69
H -1.21 1.52 -1.23
H -3.02 -2.49 2.26
H -2.93 -0.88 3.36
H 1.57 -0.24 0.79
H 0.31 -0.72 -2.43
```

Output
- Kohn-Sham gap (spin up / spin down) (eV) = 6.674 / 6.674
- E_LUMO (spin up / spin down) (hartree) = -0.2477 / -0.2477
- HOMO (spin up / spin down) (eV) = -13.414 / -13.414
- E_tot (eV) = -8931.584
- energy relative to the best compared isomer or geometry (same formula, charge and spin) (kJ/mol) = 522.8
- charge = +1

Atomic partial charges in e from the Löwdin method, atoms 1 to 2: 0.095, 0.100


Entry 6:
# C7H12N2

C7H12N2 in the gas phase (ωB97M-V/def2-TZVPD, OMol25).

```
21
C7H12N2 ωB97M-V/def2-TZVPD
N -2.19 1.66 -0.67
N -2.01 -0.47 -1.44
C 0.00 0.55 -0.57
C -1.46 0.64 -0.85
C 0.50 -0.23 0.41
C -0.06 -1.86 2.22
C 1.98 -0.27 0.65
C -0.39 -0.98 1.28
C 0.86 1.42 -1.43
H 2.52 -0.36 -0.29
H 0.95 -2.14 2.45
H 0.24 2.07 -2.05
H -1.54 -1.35 -1.34
H -0.82 -2.34 2.81
H -1.70 2.46 -0.29
H 2.31 0.65 1.14
H -1.45 -0.77 1.13
H 1.53 2.04 -0.83
H -3.01 -0.47 -1.54
H 2.26 -1.10 1.29
H 1.48 0.81 -2.09
```

Output
- Kohn-Sham gap (eV) = 9.441
- E_LUMO (hartree) = 0.0332
- HOMO (eV) = -8.537
- SMILES string = [H]/N=C(N)\C(C)=C(\C)C=C
- E_tot (eV) = -10433.040
- energy relative to the best compared isomer or geometry (same formula, charge and spin) (kJ/mol) = 42.2

Atomic partial charges in e from the Löwdin method, atoms 1 to 2: 0.123, 0.134


Repeat the first record exactly.
# C7H12FINO6S2

2 unconnected molecules or ions with the total composition C7H12FINO6S2 at a distorted geometry (ωB97M-V/def2-TZVPD, OMol25).

```
30
C7H12FINO6S2 ωB97M-V/def2-TZVPD
I 4.68 0.63 -0.21
S 2.65 -0.44 0.50
S -1.55 -0.63 -1.48
F 2.20 3.80 1.85
O -0.13 -0.35 -1.48
O -2.04 -1.96 -1.73
O 1.19 2.29 0.64
O 1.60 -3.71 0.31
O 1.51 -0.31 2.87
O 2.13 -2.90 1.35
N 2.56 1.69 2.38
C -3.18 1.16 -0.36
C 3.19 -2.18 0.89
C 1.92 2.58 1.53
C -3.64 0.92 -1.80
C -2.39 0.50 -2.57
C -2.29 -0.03 0.04
C 2.16 0.34 2.12
H -2.61 2.08 -0.31
H -4.03 1.26 0.32
H 3.52 -2.57 -0.05
H -4.10 1.80 -2.24
H 4.02 -2.14 1.59
H -4.37 0.11 -1.83
H -2.60 0.01 -3.52
H -1.72 1.35 -2.74
H -1.50 0.26 0.73
H 2.13 -4.52 0.34
H 3.57 1.81 2.39
H -2.87 -0.84 0.47
```

Output
- Kohn-Sham gap (eV) = 6.561
- E_LUMO (hartree) = -0.2232
- HOMO (eV) = -12.634
- E_tot (eV) = -53706.029
- charge = +1

Atomic partial charges in e from the Löwdin method, atoms 1 to 2: 0.790, 0.719